{
  "formula": "C4H34NO13",
  "method": "ωB97M-V with the def2-TZVPD basis set",
  "e_above_lowest_kcal_mol": 14.30,
  "e_lumo_ha": -0.09675,
  "molar_mass_da": 304.31,
  "energy_ev": -32802.027,
  "homo_lumo_gap_ev": 10.7,
  "charge": 1,
  "species": ["C", "C", "C", "C", "O", "N", "H", "H", "H", "H", "H", "H", "H", "H", "H", "H", "H", "H", "O", "H", "H", "O", "H", "H", "O", "H", "H", "O", "H", "H", "O", "H", "H", "O", "H", "H", "O", "H", "H", "O", "H", "H", "O", "H", "H", "O", "H", "H", "O", "H", "H", "O"],
  "coordinates": [[-0.61283, 3.24631, -2.25153], [-0.75262, 2.29600, -1.10320], [0.65525, 1.78362, -0.57496], [0.56707, 0.58499, 0.36213], [0.39293, -0.50603, -0.13158], [-1.47424, 1.07529, -1.59333], [-1.57731, 3.71652, -2.51975], [-0.06523, 2.87316, -3.10367], [0.01913, 4.10480, -1.99255], [-1.32514, 2.63765, -0.23712], [1.05440, 2.71861, -0.18146], [1.32116, 1.66470, -1.42508], [0.89528, 0.74049, 1.42707], [-1.47536, 0.31698, -0.75694], [-1.00202, 0.62365, -2.41806], [-2.46788, 1.24424, -1.75082], [-2.28801, -1.39128, 3.04507], [-3.57823, -0.50985, 3.20028], [-3.19729, -1.27401, 2.74329], [3.78058, 0.57239, 2.54383], [4.06377, -0.67368, 1.77726], [3.42086, 0.04787, 1.81461], [-0.85720, 1.71384, 2.10233], [-1.69093, 0.29174, 2.01351], [-1.53170, 1.16778, 1.65128], [-0.17562, -3.18692, -0.79732], [-1.58822, -3.96130, -0.58795], [-1.00713, -3.24864, -0.31698], [-0.35459, -0.21054, -4.04973], [0.96437, 0.59773, -3.82790], [0.01386, 0.69600, -3.94836], [2.43169, -2.66621, -2.01735], [2.04168, -3.97912, -1.64611], [1.81151, -3.34719, -2.34661], [0.01104, 2.07393, 4.37185], [0.84607, 2.63644, 3.13243], [0.27532, 1.93177, 3.45727], [3.21071, 0.67317, 0.19468], [3.94994, 1.37308, -0.95704], [3.31964, 0.66778, -0.77829], [-2.02565, -1.68108, -0.01125], [-2.90016, -0.40172, 0.54815], [-2.41691, -0.81332, -0.18612], [-0.17472, -2.08188, 1.20522], [1.08113, -1.60668, 1.74775], [0.34781, -2.17191, 2.03031], [-0.92791, -1.91973, 4.34074], [-0.02392, -1.02435, 3.49263], [-0.70990, -0.99405, 4.18542], [0.11910, -2.53112, -3.94186], [0.00546, -1.97218, -2.53012], [-0.39903, -1.91773, -3.40408]],
  "forces_ev_per_a": [[0.14, 2.09, 0.30], [0.91, -1.79, -0.18], [-1.61, 1.96, -0.48], [1.82, 0.89, -0.67], [-0.13, -0.23, 0.23], [0.32, -1.37, 1.84], [0.38, -0.53, -0.17], [-0.47, -0.68, -0.28], [-0.17, 0.01, 0.50], [0.01, 0.27, -0.39], [0.20, -0.22, 0.95], [-0.19, -0.99, -0.02], [-0.47, -0.38, -0.70], [-0.62, 1.02, -1.89], [-0.34, 0.91, 0.47], [0.23, 0.02, -0.33], [-0.02, 0.34, 0.53], [0.36, -0.34, 0.14], [-0.37, 0.23, -0.71], [-0.31, 0.14, -0.04], [-0.17, -0.11, -0.30], [0.40, -0.13, 0.79], [-0.69, -1.10, 0.81], [0.53, 0.19, 0.75], [-0.40, 0.91, -1.41], [-0.25, -0.63, -0.35], [0.41, -0.23, -0.44], [-0.20, 0.86, 0.73], [0.69, 0.17, -0.05], [-0.06, -0.24, -0.10], [-0.42, -0.11, -0.05], [-0.37, 0.32, -0.83], [-0.48, -0.67, -0.48], [0.89, 0.38, 1.53], [0.17, 0.27, -0.03], [-0.02, 0.20, 0.71], [0.28, -0.18, -0.56], [0.36, -0.17, -0.45], [0.07, -0.08, -0.06], [0.01, 0.15, 0.09], [-0.28, -0.16, 0.41], [0.16, -1.04, 0.12], [-0.37, 0.48, -0.28], [-0.03, -0.51, 0.70], [0.31, -0.22, 0.34], [0.16, 0.45, -1.00], [0.31, -0.06, 0.16], [-0.42, -0.34, 0.33], [-0.08, 0.37, -0.06], [-0.08, -0.01, 0.14], [0.06, -0.02, -0.13], [-0.15, -0.07, -0.15]]
}


{
  "formula": "C24H53BF3I2N6O6P",
  "method": "ωB97M-V with the def2-TZVPD basis set",
  "e_lumo_ha": 0.00363,
  "molar_mass_da": 874.31,
  "energy_ev": -81294.380,
  "homo_lumo_gap_ev": 7.7,
  "charge": 0,
  "species": ["C", "C", "I", "C", "I", "B", "P", "C", "C", "C", "F", "F", "F", "H", "H", "H", "H", "H", "H", "H", "H", "H", "H", "H", "C", "C", "O", "N", "C", "H", "H", "H", "H", "H", "H", "H", "C", "C", "O", "N", "C", "H", "H", "H", "H", "H", "H", "H", "C", "C", "O", "N", "C", "H", "H", "H", "H", "H", "H", "H", "C", "C", "O", "N", "C", "H", "H", "H", "H", "H", "H", "H", "C", "C", "O", "N", "C", "H", "H", "H", "H", "H", "H", "H", "C", "C", "O", "N", "C", "H", "H", "H", "H", "H", "H", "H"],
  "coordinates": [[7.89387, -1.23259, 0.49504], [7.40913, -0.71278, -0.84819], [9.10046, -0.83671, -2.20676], [6.81796, 0.73328, -0.77176], [8.17517, 2.32855, -1.37424], [6.11178, 1.00815, 0.61117], [4.44906, 0.19641, 0.96724], [4.62701, -1.12927, 2.25461], [3.82912, -0.65851, -0.54599], [6.66865, 1.98438, 1.77619], [6.23866, 3.22187, 1.64722], [6.16789, 1.56721, 2.97946], [7.98173, 1.98403, 1.93818], [7.08168, -1.43443, 1.18804], [8.38782, -2.18471, 0.32083], [8.65907, -0.58344, 0.90898], [6.61979, -1.32980, -1.24969], [6.04159, 0.77392, -1.52845], [5.00989, -2.00817, 1.74656], [3.63540, -1.34287, 2.61788], [5.30394, -0.86574, 3.05708], [4.52442, -0.63695, -1.38836], [2.84611, -0.28015, -0.78928], [3.67673, -1.70399, -0.28728], [3.95483, -3.09968, -4.08518], [5.13636, -2.17488, -3.93360], [5.20471, -1.35822, -3.02202], [6.13759, -2.26739, -4.83822], [6.24318, -3.16044, -5.97708], [3.24821, -2.89903, -3.28461], [3.45705, -2.92971, -5.04056], [4.27330, -4.14033, -4.01537], [6.89312, -1.61852, -4.66898], [7.13914, -3.77397, -5.87166], [6.33175, -2.57064, -6.89065], [5.37636, -3.80754, -6.05439], [0.50087, -1.03288, 2.61103], [0.40605, -1.60159, 1.21539], [1.30150, -2.28005, 0.72938], [-0.71709, -1.33436, 0.50349], [-1.87807, -0.55334, 0.90369], [1.44741, -1.33278, 3.05281], [0.45759, 0.05718, 2.58186], [-0.30717, -1.41710, 3.23475], [-0.71416, -1.74394, -0.41746], [-2.76498, -1.18782, 0.85943], [-2.01138, 0.27597, 0.21006], [-1.76937, -0.16260, 1.90920], [-3.12476, 2.69235, -2.65357], [-3.04622, 2.99363, -1.17883], [-3.47763, 2.22186, -0.33165], [-2.47335, 4.16779, -0.79974], [-1.90837, 5.20435, -1.64240], [-3.60545, 1.73057, -2.79469], [-3.71921, 3.44931, -3.16504], [-2.12179, 2.65039, -3.08447], [-2.45543, 4.30259, 0.19912], [-0.85665, 5.34585, -1.38679], [-2.43718, 6.14299, -1.46613], [-1.98668, 4.94448, -2.69217], [-6.87374, 0.75772, -1.97268], [-6.08623, 0.32323, -3.17879], [-5.32829, 1.07657, -3.77969], [-6.24315, -0.96103, -3.59282], [-7.08959, -1.98769, -3.01356], [-6.64549, 1.79891, -1.76088], [-7.93605, 0.66540, -2.16166], [-6.60054, 0.16002, -1.10400], [-5.69069, -1.19492, -4.40285], [-6.47307, -2.83525, -2.70765], [-7.80488, -2.33204, -3.76297], [-7.63173, -1.61138, -2.15173], [-10.16286, 1.60818, 1.21817], [-10.30025, 1.04766, -0.17556], [-9.42130, 0.36966, -0.68894], [-11.44262, 1.32140, -0.85620], [-12.58645, 2.10127, -0.41975], [-9.20264, 1.30372, 1.62329], [-10.20246, 2.69789, 1.19777], [-10.95218, 1.22297, 1.86480], [-11.46659, 0.91630, -1.77912], [-13.47978, 1.47506, -0.44041], [-12.73446, 2.93931, -1.10261], [-12.44417, 2.48324, 0.58507], [3.02589, -2.21791, 7.36365], [3.22131, -1.52206, 6.03829], [3.02886, -2.08901, 4.97384], [3.62565, -0.22451, 6.05932], [3.90516, 0.61446, 7.20988], [2.70572, -3.23843, 7.17696], [3.96097, -2.24295, 7.92459], [2.25779, -1.71327, 7.95111], [3.73695, 0.17672, 5.14002], [3.24873, 1.48597, 7.18988], [4.93947, 0.95883, 7.16314], [3.75167, 0.07574, 8.13868]],
  "forces_ev_per_a": [[0.55, -0.54, -0.53], [0.24, 1.01, 0.65], [-0.43, -0.73, -0.15], [0.14, 0.30, -0.27], [-0.45, 0.30, 0.29], [-0.04, -0.71, -0.09], [0.03, 0.48, -0.15], [0.00, 0.33, -0.67], [0.52, -0.35, 0.62], [-0.88, -1.70, 0.15], [-0.12, 1.34, -0.39], [-0.09, -0.17, 0.53], [1.08, 0.21, -0.02], [-0.14, 0.32, 0.13], [0.03, -0.22, 0.11], [-0.10, 0.25, 0.28], [0.06, -0.26, -0.31], [0.04, 0.17, -0.31], [0.04, -0.24, 0.00], [-0.13, -0.20, 0.32], [-0.03, 0.20, 0.15], [-0.54, 0.24, 0.32], [-0.10, 0.23, -0.24], [-0.02, -0.17, 0.01], [-0.05, 0.04, 0.08], [0.17, 0.09, -0.01], [0.14, -0.17, -0.45], [-0.21, -0.06, 0.02], [0.29, 0.31, 0.15], [0.07, 0.06, 0.03], [0.02, -0.12, -0.03], [-0.05, -0.02, -0.11], [0.04, -0.04, 0.02], [-0.06, -0.11, -0.10], [-0.05, -0.13, -0.09], [-0.02, 0.02, 0.04], [0.12, -0.02, -0.02], [0.06, -0.10, -0.11], [0.04, 0.04, 0.05], [0.09, 0.05, 0.28], [0.10, -0.21, -0.52], [-0.02, -0.08, -0.02], [-0.12, -0.01, 0.06], [-0.03, 0.12, 0.02], [-0.02, 0.03, 0.01], [-0.10, 0.13, 0.12], [-0.17, 0.10, 0.16], [0.07, -0.03, 0.00], [0.23, -0.10, 0.20], [-0.05, -0.08, 0.06], [0.04, 0.00, -0.02], [-0.05, -0.09, -0.15], [-0.02, -0.01, 0.47], [0.02, 0.17, 0.06], [0.07, -0.03, -0.11], [-0.03, 0.16, -0.06], [0.01, 0.02, -0.02], [0.03, 0.07, -0.16], [0.05, 0.06, -0.16], [-0.03, -0.05, 0.01], [0.36, 0.18, -0.26], [0.16, 0.17, -0.02], [-0.30, -0.21, -0.12], [-0.06, 0.07, 0.11], [0.27, -0.03, -0.33], [0.10, -0.02, -0.05], [-0.05, -0.13, 0.11], [-0.18, -0.03, 0.03], [-0.02, -0.01, 0.01], [-0.12, -0.05, 0.10], [-0.10, -0.06, 0.13], [0.01, 0.05, -0.03], [0.06, -0.03, 0.01], [0.09, -0.13, -0.12], [-0.33, -0.03, 0.24], [0.07, 0.06, 0.20], [0.06, -0.21, -0.42], [0.01, -0.04, -0.09], [-0.10, -0.01, 0.08], [-0.04, 0.12, 0.02], [-0.02, 0.01, 0.01], [-0.08, 0.11, 0.11], [-0.09, 0.08, 0.12], [0.05, -0.02, 0.00], [-0.01, -0.05, -0.02], [0.03, 0.06, -0.21], [-0.09, -0.07, 0.09], [-0.07, -0.16, 0.15], [0.04, 0.11, -0.45], [0.01, 0.02, -0.10], [-0.06, 0.06, 0.09], [0.09, 0.02, 0.09], [0.03, 0.02, 0.03], [0.03, 0.02, 0.17], [-0.01, 0.03, 0.16], [-0.01, -0.04, -0.03]]
}


{
  "formula": "C4H12",
  "method": "ωB97M-V with the def2-TZVPD basis set",
  "e_above_lowest_kcal_mol": 2.03,
  "e_lumo_ha": 0.04200,
  "molar_mass_da": 60.14,
  "smiles": "CC.CC",
  "energy_ev": -4342.440,
  "homo_lumo_gap_ev": 12.9,
  "charge": 0,
  "species": ["C", "C", "H", "H", "H", "H", "H", "H", "C", "C", "H", "H", "H", "H", "H", "H"],
  "coordinates": [[1.69126, -1.00491, -0.23846], [1.61648, -2.52306, -0.14174], [1.08192, -0.59161, -1.04403], [1.35940, -0.55475, 0.69959], [2.68890, -0.58274, -0.38935], [0.61163, -2.83552, 0.13393], [2.31480, -2.85938, 0.62195], [1.91043, -2.99262, -1.08038], [-1.53129, 1.14590, -0.29291], [-1.83241, 2.32070, 0.63425], [-1.66162, 0.22143, 0.26880], [-2.11613, 1.19158, -1.20823], [-0.48056, 1.13816, -0.58866], [-1.50467, 3.27494, 0.20918], [-1.25409, 2.24377, 1.55642], [-2.89405, 2.40813, 0.85964]],
  "forces_ev_per_a": [[-0.02, 0.58, 0.16], [0.46, 0.40, -0.12], [-0.14, -0.15, 0.06], [-0.20, 0.02, -0.05], [0.13, -0.46, -0.09], [-0.01, -0.12, -0.06], [-0.06, -0.20, 0.10], [-0.13, -0.09, 0.00], [0.49, 0.25, 0.40], [0.47, 0.42, -0.18], [-0.38, -0.20, -0.35], [-0.20, -0.27, 0.07], [0.00, 0.17, -0.01], [-0.19, -0.09, -0.19], [-0.23, -0.18, 0.14], [0.02, -0.07, 0.13]]
}


{
  "formula": "C26H39N8O3",
  "method": "ωB97M-V with the def2-TZVPD basis set",
  "e_above_lowest_kcal_mol": 0.00,
  "e_lumo_ha": -0.15476,
  "molar_mass_da": 511.65,
  "energy_ev": -45648.688,
  "homo_lumo_gap_ev": 7.7,
  "charge": 1,
  "species": ["C", "C", "O", "N", "C", "C", "C", "C", "C", "C", "C", "C", "C", "N", "N", "C", "C", "O", "C", "C", "O", "C", "H", "H", "H", "H", "H", "H", "H", "H", "H", "H", "H", "H", "H", "H", "H", "H", "H", "H", "H", "H", "H", "H", "H", "H", "C", "C", "N", "H", "H", "H", "C", "C", "N", "H", "H", "H", "C", "C", "N", "H", "H", "H", "C", "C", "N", "H", "H", "H", "C", "C", "N", "H", "H", "H"],
  "coordinates": [[0.78620, 3.51292, 3.44012], [0.55696, 2.03389, 3.17730], [1.48045, 1.25393, 3.21265], [-0.78128, 1.66991, 2.89013], [-1.62294, 1.83233, 4.11083], [-0.86901, 0.32991, 2.31556], [-1.86967, 0.26475, 1.13025], [-1.85635, 1.52817, 0.24121], [-1.82130, 1.15475, -1.27635], [-0.37678, 1.13600, -1.72919], [0.18215, 2.26787, -2.33903], [1.50888, 2.22593, -2.74812], [2.24005, 1.08161, -2.56183], [1.70319, 0.00142, -1.97305], [2.56443, -1.10873, -1.85937], [1.90517, -2.39724, -2.17456], [1.25903, -3.26051, -1.11998], [1.87546, -2.71022, -3.32453], [3.36553, -1.06003, -0.61665], [2.77787, -0.71462, 0.73453], [4.52977, -1.27167, -0.75769], [0.41646, 0.02226, -1.56566], [1.13527, 4.01406, 2.53943], [-0.15078, 3.99121, 3.72751], [1.50890, 3.58737, 4.24824], [-1.01580, 2.06034, 4.98696], [-2.27537, 0.98007, 4.26476], [-2.27270, 2.69803, 3.95351], [-1.21695, -0.39375, 3.05676], [0.09170, -0.01389, 1.94790], [-1.55263, -0.59145, 0.52569], [-2.87826, 0.06564, 1.48878], [-2.74734, 2.11439, 0.45239], [-0.96656, 2.12623, 0.43301], [-2.30469, 0.19894, -1.46730], [-2.32022, 1.94279, -1.83889], [-0.43011, 3.14576, -2.49441], [1.95820, 3.08417, -3.22653], [3.26701, 1.02536, -2.89626], [1.57813, -3.03580, -0.10626], [1.39330, -4.30562, -1.38177], [0.18019, -3.08293, -1.16229], [2.59993, -1.64135, 1.27997], [3.55451, -0.18872, 1.28458], [1.88711, -0.09663, 0.68267], [-0.00965, -0.85301, -1.09747], [-5.37054, 2.04117, 5.55142], [-5.08904, 1.47907, 4.23445], [-4.86682, 1.03956, 3.19763], [-4.49699, 1.93660, 6.19290], [-5.62044, 3.09591, 5.45073], [-6.20979, 1.51724, 6.00407], [4.30758, -1.82053, -5.45803], [4.04958, -1.95042, -6.88957], [3.84052, -2.04739, -8.01282], [5.08924, -2.51561, -5.15688], [4.63146, -0.80529, -5.23286], [3.40004, -2.04084, -4.89961], [-8.74671, 1.50293, 1.98731], [-8.04005, 2.72537, 2.35951], [-7.47130, 3.67467, 2.66195], [-9.75733, 1.52321, 2.39016], [-8.79699, 1.42165, 0.90354], [-8.21825, 0.63874, 2.38557], [0.62681, -7.42693, -3.22018], [0.12198, -7.83606, -1.91057], [-0.27220, -8.13985, -0.87728], [0.03263, -6.59717, -3.59865], [1.66592, -7.11502, -3.13222], [0.56305, -8.25827, -3.91881], [6.60505, 1.31490, -0.95699], [5.67154, 2.05906, -1.79861], [4.88530, 2.60121, -2.43592], [6.37896, 1.49993, 0.09140], [6.48469, 0.25333, -1.16434], [7.63466, 1.60500, -1.15483]],
  "forces_ev_per_a": [[-0.70, -0.46, 0.45], [0.03, 0.67, 0.13], [0.09, -0.16, -0.55], [0.90, -0.99, 0.65], [-0.34, 1.42, -0.65], [-1.13, -0.33, -0.56], [0.60, 0.39, 0.14], [-0.18, -0.90, -0.46], [0.51, 0.55, 0.55], [-0.47, 0.16, -0.45], [0.43, -0.57, 0.12], [-0.73, 0.49, 0.12], [0.55, 0.04, -0.32], [-0.08, 0.43, -0.41], [-0.64, -0.19, 1.07], [-0.16, -0.44, -0.67], [0.07, 0.43, 0.20], [-0.12, 0.20, -0.04], [0.40, 0.40, 0.30], [0.23, 0.11, -0.50], [0.13, -0.40, -0.08], [-0.44, -0.14, 0.25], [0.19, -0.13, -0.03], [0.10, 0.09, 0.02], [0.14, 0.24, -0.13], [-0.02, -0.36, 0.10], [0.23, -0.19, 0.01], [-0.11, -0.09, 0.14], [0.30, -0.06, 0.09], [0.23, 0.26, 0.21], [-0.22, -0.15, 0.08], [-0.04, 0.04, -0.06], [0.11, 0.20, 0.01], [-0.15, 0.21, 0.27], [-0.11, 0.03, -0.04], [-0.13, -0.18, -0.15], [0.04, 0.05, -0.02], [0.21, -0.11, 0.01], [-0.07, -0.25, 0.13], [0.11, -0.18, 0.01], [0.18, -0.02, 0.10], [0.02, 0.06, -0.06], [-0.23, 0.02, -0.01], [-0.08, 0.09, 0.04], [-0.12, -0.10, 0.13], [0.33, -0.18, -0.05], [0.00, 0.03, -0.09], [-0.09, 0.02, 0.00], [0.07, -0.05, 0.00], [-0.01, -0.01, 0.01], [-0.03, 0.00, -0.02], [0.00, 0.00, 0.01], [-0.02, 0.00, -0.08], [0.03, 0.03, 0.09], [-0.03, -0.01, -0.03], [0.01, 0.00, 0.00], [0.03, 0.00, -0.01], [0.04, 0.00, -0.01], [0.01, 0.08, 0.01], [0.01, -0.10, 0.01], [0.03, 0.01, 0.05], [-0.01, 0.00, -0.01], [-0.01, -0.01, 0.00], [0.02, 0.00, -0.01], [-0.05, -0.05, 0.11], [0.05, 0.06, -0.11], [-0.01, 0.04, 0.05], [0.01, -0.01, -0.04], [0.01, -0.02, -0.03], [0.01, 0.01, -0.02], [0.01, 0.01, -0.08], [0.05, -0.09, 0.16], [0.00, -0.01, -0.02], [0.00, 0.02, 0.00], [0.04, -0.03, 0.04], [-0.04, 0.07, -0.06]]
}